Record 1
Computed, not measured: C3H3O3Sm as an isolated structure in a non-equilibrium geometry, with the ωB97M-V functional and the def2-TZVPD basis.

Calculated values
Total charge = +1
Multiplicity = 7
LUMO level (alpha / beta) = -7.56 / -7.53 eV
<S²> = 12.010
HOMO level (alpha / beta) = -10.70 / -10.75 eV

Cartesian coordinates (Å):
O (3.20182, -0.10174, -0.41112)
O (-1.14476, 1.03664, -0.41412)
C (-2.25886, 0.54491, 0.09290)
C (-2.48352, -0.74816, 0.39552)
O (5.37491, -0.58973, -0.03487)
C (4.41648, 0.13602, -0.11790)
Sm (1.15040, 1.01372, -0.79573)
H (-3.05966, 1.27557, 0.29413)
H (-1.76698, -1.53148, 0.13664)
H (-3.42982, -1.03574, 0.85456)

---

Record 2
Computed, not measured: H12LiO6 as an isolated structure in a non-equilibrium geometry, with the ωB97M-V functional and the def2-TZVPD basis.

Calculated values
Total charge = +1
Multiplicity = 1
LUMO level = -3.62 eV
HOMO level = -15.50 eV

Cartesian coordinates (Å):
Li (9.84100, 14.45000, -7.38100)
O (8.31400, 13.15800, -6.41600)
H (7.45900, 13.56600, -6.38400)
H (8.19900, 12.45300, -7.06400)
O (11.60700, 13.32100, -6.72700)
H (11.47500, 12.40900, -6.43500)
H (12.39900, 13.63100, -6.29600)
O (8.35500, 15.49600, -8.16700)
H (7.44100, 15.15200, -7.89300)
H (8.30000, 15.55200, -9.12500)
O (9.20900, 13.11000, -9.36200)
H (9.44700, 13.39800, -10.23100)
H (8.22100, 12.95100, -9.37600)
O (9.87400, 15.76200, -5.61500)
H (8.98700, 15.63000, -5.31900)
H (10.48800, 15.28200, -5.10500)
O (11.21800, 15.67200, -8.47300)
H (11.71200, 15.07400, -9.06600)
H (11.75700, 15.90200, -7.70800)

---

Record 3
Computed, not measured: a 2-piece molecular cluster, C3H9ClNO overall in a non-equilibrium geometry, with the ωB97M-V functional and the def2-TZVPD basis.

Calculated values
Total charge = +1
Multiplicity = 3
LUMO level (alpha / beta) = -3.90 / -9.49 eV
<S²> = 2.009
HOMO level (alpha / beta) = -10.36 / -14.42 eV

Cartesian coordinates (Å):
C (0.44759, 2.23192, 0.19883)
C (0.33759, -2.40985, -0.11213)
C (-1.51840, 1.06351, -0.52796)
N (0.75399, -1.10040, 0.37294)
O (-0.93029, 1.90121, 0.23951)
Cl (-3.22113, 1.13312, -0.68816)
H (0.65346, 3.01665, -0.57522)
H (1.08035, 1.33629, -0.11417)
H (-0.77031, -2.38832, -0.23658)
H (0.88939, -2.58067, -1.05499)
H (0.62116, -3.20951, 0.72052)
H (-0.96969, 0.23513, -1.12669)
H (0.20256, -0.78887, 1.22432)
H (0.70154, 2.78996, 1.09154)
H (1.72219, -1.23017, 0.58823)